C11H21FNO3 | ωB97M-V/def2-TZVPD

**Charge**: 0
**Spin multiplicity**: 2
**HOMO energy (spin up / spin down)**: -8.99 / -9.64 eV

```
37
Properties=species:S:1:pos:R:3:forces:R:3:lowdin_spin:R:1
C 2.956 1.051 -3.745 -0.18 -1.66 -1.79 0.0000
O 2.474 2.141 -2.907 2.92 -1.88 2.67 0.0001
C 3.212 2.275 -1.712 0.33 5.82 1.69 0.0000
O 3.402 3.442 -1.271 -0.85 -5.71 -1.79 0.0000
F 3.722 1.211 -0.913 -1.63 1.48 -2.85 0.0001
H 3.588 1.411 -4.649 -1.11 -0.06 1.71 0.0000
H 2.015 0.540 -4.183 1.63 0.77 0.86 0.0000
H 3.602 0.277 -3.203 -1.17 1.21 -0.45 0.0000
C -0.341 -1.384 2.670 -0.39 -0.20 0.16 0.0017
C 0.257 -0.822 1.346 0.70 -0.46 1.93 0.0232
C 0.355 0.721 1.398 -0.12 0.25 -0.37 0.0137
C -0.957 1.451 1.163 -0.13 0.03 -0.03 0.0008
C -1.624 0.949 -0.114 0.37 0.11 0.15 0.0131
C -1.822 -0.579 -0.106 -2.14 -0.09 0.04 0.0240
N -0.557 -1.322 0.194 2.47 2.03 -3.10 0.3250
O 0.225 -1.272 -0.922 -1.52 -0.70 1.97 0.5914
C -2.922 -0.929 0.927 0.09 0.01 0.36 0.0010
C -2.448 -1.007 -1.460 0.71 -0.14 -0.17 -0.0009
C 1.721 -1.348 1.342 -0.15 -0.08 -0.85 -0.0010
H -1.243 -1.977 2.515 0.04 0.18 -0.10 0.0012
H 0.346 -2.075 3.169 0.09 0.24 -0.14 -0.0002
H -0.579 -0.591 3.384 -0.03 -0.04 -0.08 -0.0002
H 1.068 1.066 0.639 -0.03 -0.22 -0.02 0.0023
H 0.769 1.040 2.362 0.05 -0.33 -0.07 0.0010
H -1.623 1.331 2.023 -0.01 -0.04 -0.05 0.0003
H -0.769 2.526 1.073 0.01 -0.10 0.06 0.0009
H -2.587 1.457 -0.239 -0.01 -0.31 -0.04 0.0009
H -1.012 1.247 -0.974 0.04 -0.20 0.02 0.0027
H -3.068 -2.012 0.997 0.09 0.09 -0.03 0.0010
H -3.882 -0.492 0.635 0.23 0.00 -0.17 -0.0004
H -2.717 -0.547 1.928 0.06 -0.09 -0.06 0.0000
H -1.842 -0.705 -2.318 0.09 -0.12 0.21 -0.0007
H -3.430 -0.545 -1.599 0.14 0.03 0.32 -0.0003
H -2.587 -2.092 -1.503 0.09 0.10 0.04 0.0002
H 1.752 -2.439 1.254 -0.09 0.14 -0.02 0.0002
H 2.230 -1.076 2.272 -0.38 0.06 0.01 -0.0003
H 2.317 -0.923 0.530 -0.21 -0.10 -0.02 -0.0005
```
Positions in Å, forces in eV/Å.